No. 1
{
  "formula": "C3H8NO2",
  "method": "wB97M-V/def2-TZVPD",
  "charge": 1,
  "homo_lumo_gap_ev": 12.01,
  "multiplicity": 1,
  "total_energy_ev": -8817.2758,
  "de_lowest_ev": 2.677,
  "species": ["C", "C", "C", "N", "O", "O", "H", "H", "H", "H", "H", "H", "H", "H"],
  "coordinates": [[-1.246, 0.100, -0.234], [-0.641, -1.302, 0.127], [1.318, -0.187, 0.269], [-0.294, 1.163, -0.095], [0.695, -1.156, -0.335], [2.362, 0.480, -0.042], [-1.780, 0.169, -1.235], [-1.962, 0.441, 0.525], [-0.657, -1.287, 1.254], [-0.953, -2.274, -0.435], [1.227, -0.152, 1.349], [-0.134, 1.780, -0.869], [-0.537, 1.802, 0.635], [2.602, 0.422, -0.915]],
  "forces_ev_per_a": [[-3.0787, 0.5915, -1.0180], [-0.4394, 0.0574, -0.1363], [-1.3762, 0.4408, 2.2367], [1.7541, -0.4052, 0.1918], [2.2942, 0.6838, -0.7661], [-0.0889, -0.3725, 2.1032], [0.8166, -0.4777, 1.1740], [-0.5786, -1.2351, -0.3430], [0.0654, -0.9600, -1.0772], [-0.1901, 2.0668, 1.4523], [-0.5081, -0.0029, 0.1433], [0.1574, -0.2942, -0.8942], [0.0032, 0.0950, 0.8219], [1.1690, -0.1877, -3.8884]],
  "nbo_charge": [-0.280, -0.097, 0.697, -0.748, -0.445, -0.570, 0.238, 0.229, 0.207, 0.274, 0.174, 0.408, 0.403, 0.509]
}


No. 2
{
  "formula": "C3H8NO2",
  "method": "wB97M-V/def2-TZVPD",
  "charge": 1,
  "homo_lumo_gap_ev": 4.30,
  "multiplicity": 1,
  "total_energy_ev": -8811.1584,
  "de_lowest_ev": 8.794,
  "species": ["O", "C", "O", "H", "H", "C", "C", "N", "H", "H", "H", "H", "H", "H"],
  "coordinates": [[0.423, 1.408, 0.428], [1.071, 0.940, 1.642], [1.360, -0.523, 1.984], [2.095, 1.460, 1.517], [1.510, -1.039, 1.182], [-0.933, -0.948, -1.563], [-2.254, -1.061, -1.170], [-0.071, 0.105, -1.573], [-0.343, -1.786, -1.958], [-2.813, -1.948, -1.624], [-2.813, -0.393, -0.447], [0.506, 0.109, -2.385], [0.671, 1.446, 2.576], [0.109, 0.760, -0.590]],
  "forces_ev_per_a": [[0.1711, -2.2484, 2.3424], [1.9711, -0.2003, -1.2501], [-1.5999, 3.3807, -0.9149], [-0.9170, -0.9423, 0.3541], [0.0687, 0.2241, -0.1422], [3.0404, -0.3136, -0.6732], [-0.9937, -0.3208, 0.8922], [-3.0727, 0.2004, 1.4762], [-1.5012, -0.3838, -0.7351], [0.8026, 1.2557, 0.9215], [0.8038, -0.4658, -1.2966], [1.2167, -0.1962, -0.3195], [-0.1732, -0.7422, -1.1282], [0.1833, 0.7525, 0.4733]],
  "nbo_charge": [-0.517, 0.164, -0.671, 0.226, 0.476, -0.038, -0.054, -0.460, 0.226, 0.262, 0.263, 0.417, 0.256, 0.451]
}


No. 3
{
  "formula": "C3H8NO3",
  "method": "wB97M-V/def2-TZVPD",
  "charge": -1,
  "homo_lumo_gap_ev": 8.47,
  "multiplicity": 1,
  "total_energy_ev": -10874.2679,
  "de_lowest_ev": 1.520,
  "species": ["C", "N", "C", "C", "O", "O", "H", "H", "H", "H", "H", "H", "H", "H", "O"],
  "coordinates": [[0.572, -0.407, 1.845], [-0.532, -0.532, 0.872], [-0.948, 0.772, 0.315], [0.163, 1.290, -0.517], [0.977, 2.055, -0.034], [0.210, 0.801, -1.698], [1.408, 0.418, 1.503], [1.226, -1.324, 1.888], [0.211, -0.276, 2.863], [-0.352, -1.140, 0.045], [-1.249, 1.498, 1.182], [-1.891, 0.429, -0.206], [0.246, -0.703, -2.087], [-0.338, -1.361, -3.303], [0.295, -1.520, -2.668]],
  "forces_ev_per_a": [[2.8768, 0.1567, -1.8168], [0.4962, -0.3399, 0.4602], [-2.6369, -0.6021, 2.1662], [-0.2150, -0.2768, -2.3411], [0.9272, 1.2275, 0.9357], [-0.0426, 0.3011, 0.4067], [-2.2622, -1.5222, 1.1070], [-0.9629, 0.4436, -0.1963], [-0.1394, 0.4831, -0.0477], [0.3353, 0.6006, 1.1898], [0.6288, -1.2790, -1.4375], [0.9555, 1.2035, -0.0509], [0.1606, 0.0945, -0.5816], [-2.1312, 0.5620, -2.1689], [2.0099, -1.0526, 2.3752]],
  "nbo_charge": [-0.444, -0.652, -0.317, 0.729, -0.724, -0.829, 0.210, 0.182, 0.175, 0.374, 0.173, 0.193, 0.501, 0.442, -1.013]
}


No. 4
{
  "formula": "C3H8NO3",
  "method": "wB97M-V/def2-TZVPD",
  "charge": -1,
  "homo_lumo_gap_ev": 7.00,
  "multiplicity": 1,
  "total_energy_ev": -10873.0702,
  "de_lowest_ev": 2.717,
  "species": ["O", "C", "C", "N", "C", "O", "H", "H", "H", "H", "H", "H", "H", "H", "O"],
  "coordinates": [[1.855, -0.259, 1.826], [0.736, 0.391, 1.687], [-0.310, -0.362, 0.818], [0.396, -0.352, -0.481], [0.971, 0.983, -0.552], [0.883, 1.580, 0.735], [0.329, 0.849, 2.617], [-1.171, 0.315, 0.705], [-0.637, -1.335, 1.170], [1.127, -1.052, -0.459], [0.326, 1.630, -1.169], [2.009, 0.982, -0.896], [-1.897, -1.160, -1.309], [-1.986, -1.086, -2.718], [-2.632, -1.127, -1.972]],
  "forces_ev_per_a": [[-0.1321, -0.1397, 0.2950], [0.8274, -0.4739, 0.0386], [0.1423, 1.3653, -0.1792], [-0.7833, -0.9110, -0.6448], [-0.5933, 0.9530, 0.7992], [0.0314, -0.2321, 0.0928], [-0.2374, 0.1269, -0.2366], [-0.1849, -0.3665, 0.0724], [0.3130, -0.2378, -0.0990], [0.1301, 0.2213, 0.4008], [0.3536, -0.1967, -0.3690], [-0.0592, -0.2381, -0.2394], [-0.9609, 0.2171, 0.1921], [-1.1730, 0.0645, 0.1655], [2.3261, -0.1524, -0.2885]],
  "nbo_charge": [-0.915, 0.376, -0.298, -0.691, 0.082, -0.625, 0.076, 0.163, 0.184, 0.370, 0.133, 0.152, 0.490, 0.459, -0.957]
}


No. 5
{
  "formula": "C3H8NO3",
  "method": "wB97M-V/def2-TZVPD",
  "charge": -1,
  "homo_lumo_gap_ev": 6.62,
  "multiplicity": 1,
  "total_energy_ev": -10872.4714,
  "de_lowest_ev": 3.316,
  "species": ["C", "N", "C", "C", "O", "O", "H", "H", "H", "H", "H", "H", "H", "H", "O"],
  "coordinates": [[0.805, 1.185, 1.023], [0.241, 0.068, 0.460], [-0.358, 0.071, -0.912], [0.780, -0.670, -1.947], [0.501, -0.467, -3.186], [1.506, 1.033, 2.011], [0.430, 2.218, 0.807], [0.486, -0.873, 0.764], [-0.390, 1.093, -1.433], [-1.335, -0.344, -0.921], [0.833, -1.865, -1.771], [1.603, -0.251, -1.425], [-1.302, -0.893, 2.669], [-1.777, 0.008, 1.492], [-2.024, -0.314, 2.370]],
  "forces_ev_per_a": [[-0.7502, -2.0029, 1.7636], [-1.3640, 1.8384, -2.0296], [2.4787, 0.4920, -1.0850], [-3.1498, -2.0714, 0.5620], [0.3117, 0.8012, -1.1317], [0.8228, 0.7179, 0.2448], [0.1582, -0.8950, -0.9207], [0.5415, 0.7432, 0.1768], [0.1065, -1.1934, 1.2588], [-0.9462, -0.6043, 0.0285], [-0.1618, 1.4503, 0.8070], [2.0381, 0.7129, 0.1891], [-0.3120, 0.5476, -0.4185], [0.3561, -0.2053, 0.2324], [-0.1297, -0.3310, 0.3226]],
  "nbo_charge": [0.512, -0.654, -0.330, 0.057, -0.900, -0.660, 0.128, 0.398, 0.196, 0.165, 0.025, 0.067, 0.468, 0.490, -0.962]
}


No. 6
{
  "formula": "C3H8NO3",
  "method": "wB97M-V/def2-TZVPD",
  "charge": -1,
  "homo_lumo_gap_ev": 7.29,
  "multiplicity": 1,
  "total_energy_ev": -10874.0641,
  "de_lowest_ev": 1.723,
  "species": ["O", "C", "N", "C", "O", "C", "H", "H", "H", "H", "H", "H", "H", "H", "O"],
  "coordinates": [[-0.940, 0.227, -2.255], [-0.041, 0.289, -1.411], [-0.200, -0.112, -0.163], [-1.498, -0.647, 0.417], [-1.257, -1.198, 1.632], [1.248, 1.051, -1.837], [0.388, 0.084, 0.628], [-1.753, -1.558, -0.187], [-2.254, 0.103, 0.196], [1.027, 2.085, -2.026], [2.027, 1.072, -1.067], [1.556, 0.430, -2.675], [-0.156, -0.853, 2.694], [1.290, -0.486, 2.712], [0.562, -0.486, 3.344]],
  "forces_ev_per_a": [[0.2250, -0.4517, -0.0858], [-0.2293, 1.9145, -0.2726], [-0.7467, -0.3446, 0.8357], [1.0698, -3.3731, -0.5062], [-0.2848, 1.3359, 0.2931], [-0.1879, -1.6228, 1.2467], [0.6757, 0.1941, -0.3415], [-0.1468, 0.9474, -0.7179], [-0.3851, 0.5829, 0.6459], [-0.3493, 0.2400, -0.6906], [-0.0279, -0.3396, -0.0337], [0.4212, 0.7131, -0.3753], [-0.2784, 0.5391, 0.4540], [0.3127, 0.0629, 0.3685], [-0.0681, -0.3980, -0.8202]],
  "nbo_charge": [-0.696, 0.659, -0.626, 0.133, -0.938, -0.700, 0.394, 0.114, 0.110, 0.219, 0.192, 0.222, 0.512, 0.427, -1.023]
}


No. 7
{
  "formula": "C3H8NO4",
  "method": "wB97M-V/def2-TZVPD",
  "charge": -1,
  "homo_lumo_gap_ev": 8.45,
  "multiplicity": 1,
  "total_energy_ev": -12921.8395,
  "de_lowest_ev": 1.386,
  "species": ["C", "C", "O", "N", "C", "O", "O", "H", "H", "H", "H", "H", "H", "H", "H", "O"],
  "coordinates": [[0.081, 1.409, 0.567], [-0.572, 1.994, -0.687], [-1.958, 2.161, -0.437], [0.636, 0.012, 0.602], [-0.166, -1.160, 0.835], [0.402, -2.240, 0.541], [-1.321, -1.004, 1.160], [-0.798, 1.379, 1.316], [0.816, 2.083, 0.959], [-0.403, 3.112, -0.557], [-0.313, 1.342, -1.569], [-2.362, 1.327, -0.446], [1.536, -0.095, 0.259], [1.700, -3.886, -0.377], [1.067, -2.821, -0.928], [1.655, -3.613, -1.237]],
  "forces_ev_per_a": [[-1.2491, -2.5703, 1.9230], [0.0681, 1.0749, 1.5091], [-0.3881, 0.9302, -0.8859], [-2.3301, 2.1446, 0.4569], [1.4130, 0.3363, -1.8158], [0.6353, -0.3955, 0.3394], [-2.1334, 0.7678, 1.0155], [1.4814, 0.1080, -0.8911], [0.6089, 0.3406, 0.1679], [1.2940, -1.2521, -1.6069], [-0.2309, 1.3449, 0.3531], [-1.0134, -2.0416, 0.2254], [1.6418, -0.5617, -0.6850], [0.6633, -1.8609, 3.5835], [0.8824, -1.0823, -0.8650], [-1.3435, 2.7171, -2.8243]],
  "nbo_charge": [-0.270, -0.106, -0.738, -0.713, 0.883, -0.851, -0.768, 0.234, 0.173, 0.180, 0.181, 0.469, 0.367, 0.457, 0.507, -1.004]
}


No. 8
{
  "formula": "C3H8NO5P",
  "method": "wB97M-V/def2-TZVPD",
  "charge": 0,
  "smiles": "C=[N+]([O-])O.COP=O.C=O",
  "homo_lumo_gap_ev": 9.28,
  "multiplicity": 1,
  "total_energy_ev": -24252.4341,
  "de_lowest_ev": 4.337,
  "species": ["C", "N", "O", "O", "H", "H", "H", "C", "O", "P", "O", "H", "H", "H", "C", "O", "H", "H"],
  "coordinates": [[2.700, 0.176, 1.453], [1.776, 0.563, 0.702], [0.847, -0.176, 0.372], [1.876, 1.799, 0.133], [2.822, -0.770, 1.998], [3.640, 0.776, 1.516], [1.073, 1.948, -0.344], [-2.309, -2.075, 1.275], [-2.166, -0.693, 1.392], [-2.307, 0.069, -0.018], [-2.431, 1.472, 0.321], [-3.206, -2.462, 0.638], [-2.379, -2.437, 2.244], [-1.403, -2.397, 0.769], [-1.036, 3.648, 0.202], [-0.399, 2.796, -0.358], [-0.953, 3.953, 1.245], [-1.751, 4.113, -0.498]],
  "forces_ev_per_a": [[4.9771, 0.4396, 2.4071], [-0.7866, -0.8085, -1.1111], [-1.9594, -0.0143, -0.6322], [2.3679, -0.2818, 0.9565], [-1.1762, 0.3495, -0.8688], [-1.3351, -0.0346, -0.0557], [-1.7372, 0.0515, -0.4383], [-0.3840, -1.2352, -2.6844], [-0.8244, 1.1760, -0.3721], [0.2043, -0.4650, 0.2470], [-0.6314, 1.0355, 0.0263], [1.2852, 0.9626, 1.1497], [-0.1284, -1.0237, 1.6963], [0.0448, -0.8061, 0.1921], [-0.4717, -0.1693, -2.0498], [0.8325, 0.2640, 0.3994], [0.1490, -0.1193, 0.2522], [-0.4261, 0.6789, 0.8856]],
  "nbo_charge": [-0.244, 0.369, -0.541, -0.532, 0.218, 0.195, 0.513, -0.276, -0.804, 1.569, -1.055, 0.173, 0.199, 0.191, 0.329, -0.561, 0.132, 0.124]
}


No. 9
{
  "formula": "C3H8NO5P",
  "method": "wB97M-V/def2-TZVPD",
  "charge": 0,
  "smiles": "C=[N+]([O-])OP(=O)(OC)OC",
  "homo_lumo_gap_ev": 10.07,
  "multiplicity": 1,
  "total_energy_ev": -24254.5682,
  "de_lowest_ev": 2.202,
  "species": ["C", "N", "O", "O", "P", "O", "O", "C", "O", "C", "H", "H", "H", "H", "H", "H", "H", "H"],
  "coordinates": [[2.458, -1.706, -1.595], [1.632, -0.727, -1.456], [1.559, 0.342, -2.042], [0.702, -0.891, -0.468], [-0.474, 0.270, -0.391], [-1.285, 0.390, -1.560], [0.284, 1.601, 0.064], [0.252, 1.985, 1.431], [-1.148, -0.263, 0.946], [-2.474, -0.758, 0.819], [2.634, -2.458, -0.816], [3.238, -1.620, -2.370], [-0.843, 2.220, 1.593], [0.752, 2.924, 1.255], [0.774, 1.130, 2.080], [-2.913, -0.162, 1.645], [-2.406, -1.906, 1.061], [-2.746, -0.369, -0.196]],
  "forces_ev_per_a": [[1.7718, -0.6712, -0.1212], [0.6368, 0.0207, -0.1735], [0.1509, 0.4023, -0.9367], [-0.7250, -0.5345, 1.1978], [2.2273, 0.6701, 1.7415], [-1.3720, 0.0024, -1.4574], [-0.5850, -2.0479, -1.2974], [-0.5086, -0.7572, 0.0474], [1.9631, 0.3638, -0.7954], [0.1427, -0.3819, 0.8569], [-0.9164, 0.4122, -0.4449], [-0.8406, 0.2861, 0.4715], [1.3598, -0.4926, 0.9798], [0.6172, 0.3444, 1.5064], [-1.3032, 2.3994, -0.9738], [-0.9023, -0.9747, -0.6349], [-0.7376, 2.2440, -0.8764], [-0.9787, -1.2852, 0.9105]],
  "nbo_charge": [-0.270, 0.385, -0.452, -0.633, 2.548, -1.066, -0.809, -0.264, -0.825, -0.279, 0.217, 0.219, 0.190, 0.209, 0.203, 0.194, 0.200, 0.232]
}


No. 10
{
  "formula": "C3H8NOP",
  "method": "wB97M-V/def2-TZVPD",
  "charge": 0,
  "homo_lumo_gap_ev": [9.17, 8.64],
  "multiplicity": 1,
  "total_energy_ev": -16063.8027,
  "de_lowest_ev": 3.251,
  "species": ["C", "C", "C", "N", "O", "P", "H", "H", "H", "H", "H", "H", "H", "H"],
  "coordinates": [[-0.687, 0.262, -1.666], [1.314, 1.059, 0.326], [-0.346, -1.598, 0.692], [-0.102, 1.264, 0.452], [-2.465, 0.246, 0.292], [-1.044, -0.029, 0.063], [0.388, 0.344, -2.064], [-1.369, 0.868, -2.081], [1.736, 0.238, -0.191], [1.829, 1.891, -0.043], [1.644, 1.047, 1.319], [-0.963, -2.360, 0.320], [0.640, -1.593, 0.726], [-0.575, -1.639, 1.855]],
  "forces_ev_per_a": [[4.6844, -1.3417, 1.8919], [-0.5685, 0.5286, 0.5232], [-4.9202, 2.1938, 3.5674], [0.5681, -0.2474, -1.3909], [-0.5451, -0.7265, 0.4783], [-0.5608, -0.2337, -0.3238], [-1.8811, -0.4090, 0.4524], [-2.4499, 2.0511, -1.7107], [-0.0989, -1.4026, -0.5429], [0.3859, 1.6891, -0.8787], [0.8035, -0.4166, 1.8745], [-0.0375, -1.4223, -0.9450], [4.6012, -0.7014, -0.8767], [0.0189, 0.4386, -2.1190]],
  "nbo_charge": [-0.572, -0.487, -1.002, -0.596, -1.076, 1.975, 0.198, 0.197, 0.180, 0.209, 0.226, 0.262, 0.231, 0.256]
}